Record 1
Entry from the Open Molecules 2025 dataset: a 2-piece molecular cluster, C25H22N2O2S overall (ωB97M-V with the def2-TZVPD basis set).

```
52
C25H22N2O2S ωB97M-V with the def2-TZVPD basis set
C 0.58781 1.62407 6.38735
C 0.99524 0.48036 5.68873
C 0.49548 0.23353 4.40265
C -0.36296 1.15830 3.82487
S -0.86719 0.96781 2.02640
O -2.14290 0.25614 2.03539
O -0.88354 2.35622 1.57567
C -0.83732 2.25274 4.52693
C -0.35083 2.49516 5.81888
H 0.99105 1.82458 7.38407
H 1.69752 -0.22289 6.14050
H 0.77126 -0.66292 3.84864
H -1.57576 2.91651 4.08077
H -0.70882 3.36408 6.37304
C 3.51016 2.67941 0.63635
N 2.51712 1.85677 -0.01822
C 1.63851 1.03901 0.62990
C 0.84390 0.36201 -0.31456
C -0.17540 -0.55495 -0.00586
C -1.13662 -1.02668 -0.93880
C -1.78028 -0.36743 -2.01184
N -2.54019 -1.26491 -2.71110
C -3.24626 -0.98004 -3.94502
C -2.45925 -2.52632 -2.10997
C -1.58581 -2.41262 -1.00120
C -1.13390 -3.55883 -0.36042
C -1.56557 -4.80454 -0.83978
C -2.44218 -4.90154 -1.93416
C -2.90855 -3.74969 -2.59023
C 1.31814 0.78776 -1.62735
C 2.33561 1.74910 -1.39828
C 3.09206 2.31780 -2.41403
C 2.81832 1.89820 -3.72646
C 1.83095 0.93333 -3.97468
C 1.09027 0.36084 -2.92929
H 4.04788 3.25526 -0.12182
H 3.02116 3.36574 1.34076
H 4.22305 2.06027 1.19932
H 1.72235 0.91900 1.70723
H -0.07141 -1.16433 0.89319
H -1.71912 0.67855 -2.29939
H -3.70259 -1.90569 -4.30837
H -4.03039 -0.23096 -3.77207
H -2.55833 -0.58838 -4.70947
H -0.44734 -3.45277 0.47724
H -1.21066 -5.71602 -0.36021
H -2.75605 -5.88468 -2.28674
H -3.58237 -3.78969 -3.44552
H 3.85966 3.05185 -2.17289
H 3.38500 2.31974 -4.55764
H 1.63543 0.61709 -4.99954
H 0.35368 -0.41533 -3.11298
```

Summary:
Orbital gap in hartree: 0.19939

---

Record 2
Entry from the Open Molecules 2025 dataset: one molecule with the formula C15H14N4 (ωB97M-V with the def2-TZVPD basis set).

```
33
C15H14N4 ωB97M-V with the def2-TZVPD basis set
C 4.66985 -1.82210 0.41990
C 3.51100 -0.66277 0.47824
N 3.14146 -0.09462 -0.90820
C 1.97025 0.84552 -0.58889
C 2.28422 2.43665 -0.45674
N 1.29687 3.51617 -0.11075
C -0.05121 2.88807 0.10287
C -1.29972 3.91945 0.50146
C -2.85196 3.42535 0.78090
C -3.21666 1.82866 0.61459
C -1.99371 0.82197 0.17666
C -2.30318 -0.79806 -0.05660
C -1.93976 -1.42657 -1.54905
C -2.35921 -3.04484 -1.62289
C -3.01544 -3.66317 -0.26672
N -3.28110 -3.05270 1.06713
C -2.93200 -1.60944 1.20412
C -0.41947 1.31269 -0.05942
N 0.59611 0.26383 -0.41392
H 5.16044 -1.90805 -0.64600
H 4.16838 -2.84709 0.72697
H 5.47210 -1.59070 1.25354
H 3.91193 0.18309 1.21219
H 2.51810 -1.08145 0.98494
H 2.70979 -0.86692 -1.46356
H 3.40791 2.78253 -0.65347
H -1.04208 5.08110 0.58773
H -3.69513 4.18938 1.06443
H -4.27960 1.37053 0.78782
H -1.47068 -0.82876 -2.43800
H -2.18090 -3.67402 -2.61969
H -3.33900 -4.81063 -0.36320
H -3.14761 -1.08311 2.25361
```

Summary:
Orbital gap in hartree: 0.25328

---

Record 3
Entry from the Open Molecules 2025 dataset: one molecule with the formula C27H21N3O4 (ωB97M-V with the def2-TZVPD basis set).

```
55
C27H21N3O4 ωB97M-V with the def2-TZVPD basis set
C -1.36580 -1.18882 -1.92396
C -0.33291 -0.58496 -0.97095
C -0.77829 -0.71220 0.47584
C 0.23074 -0.14240 1.49154
C 0.34918 1.25382 1.64575
C 1.32745 1.81638 2.45522
C 2.17653 0.97284 3.19557
N 3.27780 1.52028 3.91462
O 4.05120 0.73882 4.51587
O 3.45316 2.76116 3.90768
C 2.02266 -0.42104 3.13141
C 1.04115 -0.95718 2.30823
C -1.13968 -2.17621 0.75413
C -0.19138 -3.19434 0.54340
C -0.54496 -4.53460 0.70582
C -1.86314 -4.85097 1.07393
N -2.26835 -6.21735 1.06483
O -3.46325 -6.49902 1.31089
O -1.41383 -7.09140 0.78106
C -2.82356 -3.84203 1.28632
C -2.44525 -2.51370 1.13587
N -0.03691 0.80363 -1.35084
C 1.24831 1.31302 -1.51501
C 2.46526 0.64051 -1.53764
C 3.60516 1.40694 -1.80218
C 3.52155 2.79320 -2.02669
C 2.28488 3.44831 -2.03826
C 1.14635 2.69631 -1.77980
C -0.25093 3.02233 -1.80635
C -0.90572 4.21178 -2.09876
C -2.30402 4.19505 -2.14656
C -3.01707 2.99378 -1.96858
C -2.35662 1.79182 -1.66845
C -0.97185 1.82189 -1.55920
H -1.18130 -2.26739 -2.00480
H -2.38904 -1.05615 -1.55192
H -1.29676 -0.73846 -2.91806
H 0.62651 -1.11064 -1.07731
H -1.71212 -0.12511 0.56703
H -0.34143 1.92153 1.13160
H 1.46502 2.89357 2.52535
H 2.68140 -1.05465 3.71945
H 0.91971 -2.03801 2.32475
H 0.83910 -2.95163 0.27795
H 0.16985 -5.33775 0.54647
H -3.83656 -4.12557 1.54513
H -3.17741 -1.72337 1.31416
H 2.50206 -0.43682 -1.37195
H 4.57726 0.91814 -1.84192
H 4.43293 3.36311 -2.19980
H 2.16358 4.50764 -2.24899
H -0.30802 5.10120 -2.28883
H -2.85167 5.12295 -2.33482
H -4.10492 2.99796 -2.06893
H -2.90605 0.86383 -1.54932
```

Summary:
Orbital gap in hartree: 0.25557

---

Record 4
Entry from the Open Molecules 2025 dataset: a 2-piece molecular cluster, C3H11N overall (ωB97M-V with the def2-TZVPD basis set).

```
15
C3H11N ωB97M-V with the def2-TZVPD basis set
C 0.88795 2.38780 0.06292
C -0.30497 2.16849 0.99975
H 0.69505 1.94803 -0.90875
H 1.00856 3.47173 -0.06275
H 1.86040 2.14019 0.61047
H -0.43388 1.10694 1.25357
H -1.30210 2.39376 0.55294
H -0.23547 2.66126 1.99611
C -0.84658 -2.69967 -0.30536
N 0.26424 -1.82161 -0.77265
H -0.56549 -2.95387 0.72304
H -1.64476 -1.99669 -0.12604
H -0.97118 -3.58261 -0.92558
H 1.19380 -2.08459 -0.51083
H 0.17270 -1.41378 -1.69806
```

Summary:
Orbital gap in hartree: 0.36753

---

Record 5
Entry from the Open Molecules 2025 dataset: a 2-piece molecular cluster, H2NOP overall (ωB97M-V with the def2-TZVPD basis set).

```
5
H2NOP ωB97M-V with the def2-TZVPD basis set
N 0.46698 -0.03109 -0.92630
O -0.81160 -0.53993 2.36220
P -0.65897 0.60690 1.52244
H 0.89090 0.71330 -1.45018
H 0.11270 -0.74918 -1.50815
```

Summary:
Orbital gap (spin up / spin down) in hartree: 0.37993 / 0.20987

---

Record 6
Entry from the Open Molecules 2025 dataset: an isolated ion of composition C6H13N2O2 and charge +1 (ωB97M-V with the def2-TZVPD basis set).

```
23
C6H13N2O2 ωB97M-V with the def2-TZVPD basis set
C -1.59319 -1.05112 0.29792
C 0.68876 1.55234 0.07622
C -2.32171 0.17359 -0.19121
C 1.84915 0.68286 -0.24165
C -0.34037 -0.64247 -0.30265
C 0.57144 0.12411 0.48795
N 0.14664 -1.24087 -1.56685
N 0.53693 -0.16407 1.90480
O -2.43071 1.29462 0.44216
O 2.09740 0.53051 -1.65356
H -1.55924 -1.05849 1.43410
H -2.00453 -1.92947 -0.24768
H 0.92756 2.23926 0.82664
H 0.10266 1.90286 -0.68333
H -2.55386 0.39053 -1.28193
H 2.83096 0.73649 0.21588
H 0.84024 -0.55437 -2.05612
H 0.77364 -2.03872 -1.36040
H 1.39200 0.32815 2.44099
H 0.69011 -1.20082 2.07925
H -0.54242 -1.54049 -2.17837
H -2.55381 1.20952 1.38209
H 3.07288 0.36666 -1.68488
```

Summary:
Total charge: +1
Orbital gap in hartree: 0.30114

---

Record 7
Entry from the Open Molecules 2025 dataset: a 2-piece molecular cluster, C4H6O2 overall (ωB97M-V with the def2-TZVPD basis set).

```
12
C4H6O2 ωB97M-V with the def2-TZVPD basis set
C 1.62893 0.13726 0.38602
C 0.28838 0.44128 -0.21665
C -0.24558 -0.25645 -1.22108
O -1.50934 -0.13027 -1.71133
C -2.20737 -0.29440 1.26686
O -1.83487 -0.42402 2.33081
H 1.51491 -0.14407 1.44051
H 2.11017 -0.70361 -0.12359
H 2.31596 0.99068 0.35196
H -0.28940 1.25114 0.22929
H 0.31453 -1.03053 -1.74383
H -2.08631 0.16302 -0.98897
```

Summary:
Orbital gap in hartree: 0.35808

---

Record 8
Entry from the Open Molecules 2025 dataset: C38H42GeN3O2SSiSn as an isolated structure (ωB97M-V with the def2-TZVPD basis set).

```
89
C38H42GeN3O2SSiSn ωB97M-V with the def2-TZVPD basis set
Sn -0.01672 -0.21479 -0.02189
C -0.94821 4.27712 -3.41384
Si -2.41321 4.67629 -2.28471
C -4.05601 4.66584 -3.24704
C -2.14549 6.39074 -1.49135
C -2.56951 3.46504 -0.80768
C -3.45185 3.83444 0.19987
C -3.56871 3.10690 1.37156
C -2.74792 2.01066 1.52863
N -1.91684 1.60774 0.57859
C -1.85024 2.29120 -0.56800
S -0.77974 1.54237 -1.73624
H -0.87091 5.03409 -4.18807
H -1.05897 3.31641 -3.90565
H -0.00873 4.26908 -2.87116
H -4.03572 5.43155 -4.01704
H -4.90542 4.87700 -2.60314
H -4.23408 3.71311 -3.73697
H -2.11062 7.15291 -2.26412
H -1.21019 6.43963 -0.94021
H -2.94642 6.66096 -0.80928
H -4.05755 4.71278 0.05436
H -4.26235 3.39498 2.14416
H -2.74291 1.41871 2.43321
O 3.07484 -1.88183 0.06896
C 2.86789 -1.19886 -0.91031
O 1.93313 -0.31883 -1.01030
C 3.71908 -1.31031 -2.17549
C 3.89661 -2.76657 -2.61273
Ge 2.84512 -3.37613 -4.22347
C 3.18907 -5.32811 -4.41192
C 2.56918 -6.05551 -5.41824
C 2.79960 -7.41080 -5.56110
C 3.65766 -8.06122 -4.68929
C 4.27694 -7.34967 -3.67672
C 4.04607 -5.99196 -3.54454
C 3.48637 -2.43241 -5.85396
C 4.50572 -1.49259 -5.76375
C 4.94221 -0.80802 -6.88349
C 4.36719 -1.05755 -8.11820
C 3.36280 -2.00574 -8.22584
C 2.93543 -2.68897 -7.10305
C 0.87764 -3.16142 -3.99916
C 0.35009 -2.87846 -2.74726
C -1.01671 -2.78943 -2.54682
C -1.88706 -3.00920 -3.59909
C -1.37729 -3.30502 -4.85271
C -0.00914 -3.36804 -5.04883
H 4.68627 -0.87199 -1.91733
H 3.25741 -0.69442 -2.94814
H 3.66499 -3.42853 -1.77973
H 4.94553 -2.94734 -2.85392
H 1.89399 -5.55646 -6.09897
H 2.31276 -7.95841 -6.35500
H 3.84592 -9.11776 -4.80328
H 4.94718 -7.85005 -2.99177
H 4.54349 -5.44347 -2.75728
H 4.96637 -1.29416 -4.80624
H 5.73370 -0.07736 -6.79304
H 4.70465 -0.52323 -8.99313
H 2.91448 -2.21332 -9.18715
H 2.16527 -3.43949 -7.20660
H 1.01383 -2.74548 -1.90648
H -1.39768 -2.58475 -1.54709
H -2.95484 -2.96237 -3.44583
H -2.04805 -3.49251 -5.67816
H 0.36829 -3.58296 -6.03655
C -2.13161 -1.84860 4.37169
C -0.78980 -1.51749 4.39088
C -0.15652 -1.08257 3.22970
C -0.92212 -0.98416 2.10394
C -2.25113 -1.29939 2.03795
C -2.86488 -1.74418 3.20341
H -2.61066 -2.20242 5.27142
H -0.21930 -1.59035 5.30278
H 0.89712 -0.84066 3.23515
H -2.81803 -1.20087 1.12362
H -3.91204 -1.99806 3.17871
C 3.02622 -4.99578 0.61597
N 2.01180 -4.33181 1.40732
C 2.26344 -4.21699 2.82975
C 1.16413 -3.53063 0.85794
N 0.31073 -2.88556 0.41368
H 3.32667 -5.90469 1.13625
H 3.90246 -4.35473 0.48712
H 2.62170 -5.26450 -0.35822
H 2.48673 -5.21027 3.21953
H 1.37376 -3.82827 3.32072
H 3.11042 -3.55291 3.02865
```

Summary:
Total charge: +1
Orbital gap in hartree: 0.21307

---

Record 9
Entry from the Open Molecules 2025 dataset: one molecule with the formula C5H6O (ωB97M-V with the def2-TZVPD basis set).

```
12
C5H6O ωB97M-V with the def2-TZVPD basis set
C -0.16631 -0.85551 2.49481
C -0.30472 -0.75434 1.30191
C -0.66153 -0.46288 -0.09868
O -0.11579 -1.37618 -1.03439
C -0.16592 0.92480 -0.51001
C 1.08114 1.02098 -0.96434
H -0.05291 -0.94196 3.55478
H -1.75509 -0.55369 -0.15113
H -0.25627 -0.85779 -1.84360
H -0.83110 1.78356 -0.45435
H 1.69898 0.12532 -0.99198
H 1.52953 1.94769 -1.30301
```

Summary:
Orbital gap in hartree: 0.40068

---

Record 10
Entry from the Open Molecules 2025 dataset: a 2-piece molecular cluster, C4H8O overall (ωB97M-V with the def2-TZVPD basis set).

```
13
C4H8O ωB97M-V with the def2-TZVPD basis set
C 0.00000 0.00000 0.00000
C -0.02793 0.29749 1.42982
C -0.19671 0.59707 2.62583
C -0.33311 1.02121 4.02654
H 0.72190 0.64937 -0.52324
H -0.99585 0.14594 -0.45121
H 0.30184 -1.05080 -0.14602
H 0.36393 1.86520 4.16219
H -0.13554 0.27207 4.81163
H -1.36428 1.39367 4.14717
O 3.47602 0.69272 3.17535
H 2.84059 0.26620 3.79387
H 3.68957 -0.00720 2.51750
```

Summary:
Orbital gap in hartree: 0.37016

---

Record 11
Entry from the Open Molecules 2025 dataset: a 2-piece molecular cluster, C4H11OS overall (ωB97M-V with the def2-TZVPD basis set).

```
17
C4H11OS ωB97M-V with the def2-TZVPD basis set
C 3.44266 1.34228 0.19737
C 2.35508 0.24947 0.26844
S 0.80209 0.77839 -0.69361
H 3.36855 2.29656 0.62709
H 3.42566 1.67223 -0.83694
H 4.44303 0.83886 0.55973
H 2.83723 -0.71409 -0.36178
H 2.13459 0.03830 1.31054
H -0.95676 0.23029 0.55385
C -2.18568 -1.52933 0.41083
O -1.66166 -0.26806 0.99277
C -3.50274 -1.24777 -0.52334
H -2.65328 -2.10973 1.24705
H -1.34134 -2.06081 -0.21960
H -4.13878 -2.14051 -0.64314
H -3.18027 -0.71048 -1.38520
H -4.13466 -0.53836 0.18414
```

Summary:
Total charge: -1
Orbital gap in hartree: 0.24406

---

Record 12
Entry from the Open Molecules 2025 dataset: one molecule with the formula C3H7N3 (ωB97M-V with the def2-TZVPD basis set).

```
13
C3H7N3 ωB97M-V with the def2-TZVPD basis set
N 1.35886 -1.18929 0.13327
C 1.74092 0.05634 -0.11261
C 0.88476 1.08486 -0.13445
C -0.45097 0.85374 0.03487
N -0.92822 -0.31848 -0.10115
N -2.32873 -0.38109 -0.16406
H 1.95159 -1.92208 -0.15473
H 0.32593 -1.36045 -0.03656
H 2.76624 0.13308 -0.35306
H 1.15053 2.15171 0.18035
H -1.18039 1.75496 0.22378
H -2.56217 0.45449 0.44739
H -2.72836 -1.31779 0.03694
```

Summary:
Orbital gap in hartree: 0.31192

---

Number 1: electronic energy -44189.884 eV, largest force on an atom 1.74 eV Å⁻¹. Number 2: electronic energy -21724.321 eV, largest force on an atom 7.47 eV Å⁻¹. Number 3: electronic energy -40995.518 eV, largest force on an atom 3.55 eV Å⁻¹. Number 4: electronic energy -4778.654 eV, largest force on an atom 2.76 eV Å⁻¹. Number 5: electronic energy -12855.694 eV, largest force on an atom 3.24 eV Å⁻¹. Number 6: electronic energy -13496.932 eV, largest force on an atom 3.68 eV Å⁻¹. Number 7: electronic energy -8339.106 eV, largest force on an atom 1.42 eV Å⁻¹. Number 8: electronic energy -129706.697 eV, largest force on an atom 3.55 eV Å⁻¹. Number 9: electronic energy -7326.475 eV, largest force on an atom 0.83 eV Å⁻¹. Number 10: electronic energy -6323.304 eV, largest force on an atom 4.35 eV Å⁻¹. Number 11: electronic energy -17208.416 eV, largest force on an atom 4.07 eV Å⁻¹. Number 12: electronic energy -7692.256 eV, largest force on an atom 4.44 eV Å⁻¹.